Entry 1:
Here is a 13-piece molecular cluster, C26H78O13S9 overall at a distorted geometry from the OMol25 dataset. Energies are from ωB97M-V/def2-TZVPD.

Last column: Mulliken charge in e.
Atoms and positions in Å:
C: 0.788 -0.027 -0.456  1.0130
C: -0.625 -0.273 0.161  0.8922
O: -1.277 1.052 0.270  0.6910
H: 1.541 0.317 0.360  -0.3263
H: 0.683 0.295 -1.453  0.2255
H: 1.443 -0.961 -0.799  -0.9097
H: -0.669 -0.840 1.270  -0.4535
H: -1.239 -0.719 -0.655  -0.5392
H: -2.326 0.955 0.271  -0.1986
C: 4.122 1.293 1.312  -0.5615
C: 4.696 2.387 0.407  -1.5792
O: 5.979 2.002 -0.143  -0.6542
H: 4.183 0.475 0.587  0.1697
H: 3.084 1.612 1.776  -0.0942
H: 4.747 1.092 2.038  0.7802
H: 4.855 3.132 0.899  1.2899
H: 4.059 2.834 -0.309  0.3511
H: 6.343 2.737 -0.837  0.3283
C: 2.482 -3.327 1.560  -0.3135
C: 3.618 -2.414 1.918  0.1751
O: 4.272 -2.708 3.207  -0.5933
H: 2.268 -2.992 0.700  -0.2248
H: 1.786 -3.375 2.297  0.2335
H: 2.844 -4.393 1.501  0.3282
H: 3.550 -1.385 1.791  -0.1907
H: 4.604 -2.542 1.230  0.3039
H: 4.737 -3.581 3.164  0.3204
C: -5.649 1.737 4.708  -1.2504
C: -4.340 1.792 3.946  0.4410
O: -4.486 2.230 2.605  -0.7164
H: -6.209 0.723 4.521  0.1800
H: -6.416 2.544 4.458  0.2338
H: -5.648 1.631 5.703  0.5196
H: -3.934 0.726 3.871  -0.2206
H: -3.506 2.191 4.566  0.3907
H: -4.118 1.785 1.882  0.4810
C: 4.696 0.664 -5.266  -1.2273
S: 4.715 0.324 -3.544  0.6767
O: 6.080 0.676 -3.054  -0.6841
C: 3.594 1.635 -3.136  -0.4260
H: 3.795 0.648 -5.821  0.3624
H: 5.097 -0.298 -5.580  0.3924
H: 5.222 1.526 -5.354  0.4379
H: 3.355 1.651 -1.975  -0.3025
H: 2.550 1.449 -3.455  0.3306
H: 4.169 2.619 -3.478  0.3437
C: -2.807 -2.006 2.643  1.2165
S: -3.099 -3.610 3.215  0.3580
O: -3.788 -4.380 2.091  -0.6340
C: -1.420 -4.215 3.105  -0.8700
H: -3.960 -1.385 2.572  -0.3438
H: -2.380 -2.058 1.721  -0.9959
H: -2.224 -1.319 3.238  0.1915
H: -0.907 -3.754 3.799  0.6030
H: -1.023 -4.085 2.264  -0.0931
H: -1.292 -5.311 3.326  0.4465
C: -1.580 0.059 -5.680  -1.3947
S: -1.390 -1.136 -4.216  0.5643
O: 0.135 -1.202 -3.995  -0.5894
C: -1.964 -0.041 -2.956  -1.2341
H: -2.511 0.315 -5.773  0.5644
H: -1.364 -0.274 -6.626  0.4513
H: -0.816 0.779 -5.353  0.2425
H: -2.057 -0.758 -2.254  0.1059
H: -2.941 0.153 -3.102  0.8735
H: -1.468 0.973 -2.584  0.3158
C: -1.567 -5.755 -2.734  -1.0723
S: -1.125 -4.060 -2.310  1.1255
O: -2.217 -3.219 -2.895  -0.8567
C: -1.679 -4.314 -0.609  -0.4001
H: -2.699 -5.834 -2.729  0.3465
H: -0.952 -6.588 -2.332  0.2979
H: -1.308 -5.509 -3.823  0.3288
H: -1.050 -5.068 -0.125  0.4762
H: -2.852 -4.322 -0.591  0.3346
H: -1.413 -3.459 -0.095  -0.5987
C: 0.115 5.592 -3.796  -1.1458
S: 0.845 4.183 -2.990  0.7028
O: 1.973 4.788 -2.100  -0.6995
C: -0.515 3.769 -1.790  -1.1991
H: 0.231 6.487 -2.871  0.2206
H: -0.729 5.424 -4.217  0.5004
H: 0.549 5.853 -4.896  0.3116
H: -0.880 4.524 -1.064  0.5665
H: -0.031 3.135 -0.974  -0.2947
H: -1.326 3.335 -2.213  0.9706
C: -5.029 1.740 -0.544  -0.9232
S: -4.677 0.237 0.189  0.6381
O: -3.541 0.625 1.071  -0.8518
C: -5.998 0.128 1.347  -1.3354
H: -5.557 2.485 0.150  0.3715
H: -5.777 1.386 -1.335  0.4200
H: -4.136 2.403 -0.809  0.1620
H: -5.889 0.948 1.963  0.3333
H: -5.808 -0.686 1.989  0.3586
H: -6.858 0.079 0.840  0.6987
C: 2.552 -2.768 -2.591  0.1939
S: 2.745 -4.540 -2.599  0.3354
O: 1.748 -5.028 -1.513  -0.5524
C: 1.976 -4.996 -4.161  -0.7784
H: 2.816 -2.251 -1.687  -0.0461
H: 1.502 -2.295 -2.835  -0.1782
H: 3.177 -2.251 -3.385  0.2261
H: 0.937 -4.784 -4.182  0.0510
H: 2.182 -6.020 -3.986  0.3545
H: 2.310 -4.536 -5.043  0.4144
C: 1.476 4.846 0.850  -1.2454
S: 0.764 3.477 1.791  1.0692
O: 1.420 3.601 3.121  -0.7238
C: -0.893 3.989 1.947  -0.9869
H: 2.460 4.860 1.070  0.5116
H: 1.174 5.770 1.355  0.3967
H: 1.286 4.835 -0.305  0.1329
H: -1.112 4.732 2.656  0.6297
H: -1.424 3.105 2.342  -0.0360
H: -1.395 4.240 1.059  0.2613
C: 1.547 0.098 4.099  -0.8501
S: 0.631 1.212 5.166  0.6224
O: -0.777 0.606 5.374  -0.6574
C: 1.712 0.734 6.554  -1.1065
H: 1.306 -1.103 4.170  0.2499
H: 2.401 0.362 4.091  1.0513
H: 1.074 0.339 3.210  -0.3803
H: 2.597 1.130 6.331  0.4557
H: 1.800 -0.409 6.760  0.2706
H: 1.247 1.092 7.532  0.3243

Calculated values
Molar mass = 887.5 g mol⁻¹
Energy above the lowest of the compared OMol25 structures with the same formula, charge and spin = 54.40 kcal/mol
E_LUMO = -0.0082 Eh

Entry 2:
Here is a 11-piece molecular cluster, C26H79N5O11 overall at a distorted geometry from the OMol25 dataset. Energies are from ωB97M-V/def2-TZVPD.

Last column: Mulliken charge in e.
Atoms and positions in Å:
C: -6.166 5.082 1.732  -0.5692
O: -6.058 3.682 2.034  -0.4875
H: -6.908 5.638 2.304  0.2489
H: -5.186 5.480 1.996  0.2573
H: -6.172 5.377 0.682  0.2471
H: -6.373 3.611 2.938  0.3027
C: -8.158 -1.740 0.639  -0.4845
O: -9.268 -2.508 0.473  -0.4952
H: -8.397 -0.686 0.495  0.2336
H: -7.757 -1.749 1.652  0.2185
H: -7.377 -2.056 -0.053  0.2167
H: -9.809 -2.171 -0.245  0.3111
C: 5.966 -3.339 0.237  -0.4614
O: 4.721 -3.302 0.938  -0.4972
H: 6.763 -3.219 0.970  0.2253
H: 6.108 -4.325 -0.205  0.2038
H: 6.057 -2.548 -0.507  0.2214
H: 4.395 -2.401 0.870  0.3071
C: 1.033 3.229 8.421  -0.4989
O: 1.405 3.083 9.780  -0.4986
H: 0.726 4.238 8.147  0.2626
H: 1.922 3.060 7.813  0.2135
H: 0.331 2.450 8.123  0.2304
H: 1.835 3.898 10.051  0.2917
C: -2.210 -5.288 7.462  -0.5142
O: -2.127 -3.890 7.472  -0.4898
H: -3.150 -5.577 6.991  0.2393
H: -1.436 -5.776 6.870  0.2219
H: -2.123 -5.685 8.473  0.2363
H: -2.825 -3.622 8.074  0.3064
C: 5.948 2.216 -4.574  -0.4966
O: 6.229 1.916 -3.242  -0.4795
H: 6.375 1.464 -5.237  0.2531
H: 4.869 2.109 -4.684  0.1878
H: 6.280 3.203 -4.898  0.2320
H: 7.131 1.588 -3.232  0.3027
C: -0.730 0.051 1.186  -1.2695
C: -0.128 0.397 -0.152  0.3605
C: -0.981 1.348 -1.070  -0.7274
O: -0.240 1.640 -2.234  -0.2891
C: -1.005 2.227 -3.259  -0.7885
N: 1.133 1.052 0.144  -0.7065
H: -1.752 -0.244 0.947  0.3364
H: -0.740 0.869 1.907  0.3138
H: -0.200 -0.779 1.652  0.3176
H: 0.113 -0.499 -0.724  0.2805
H: -1.318 2.278 -0.613  0.3634
H: -1.942 0.920 -1.354  0.3960
H: -0.368 2.645 -4.038  0.2578
H: -1.687 3.010 -2.927  0.3174
H: -1.656 1.473 -3.701  0.3042
H: 1.515 1.418 -0.716  0.3040
H: 0.900 1.879 0.676  0.2315
C: 0.380 -0.193 -11.801  -1.3777
C: -0.931 0.083 -12.481  0.6502
C: -1.240 1.606 -12.701  -0.7326
O: -1.507 2.349 -11.564  -0.3249
C: -2.775 2.187 -11.002  -0.6850
N: -0.894 -0.509 -13.819  -0.7488
H: 0.360 0.229 -10.797  0.3349
H: 1.252 0.205 -12.321  0.3226
H: 0.399 -1.279 -11.705  0.3820
H: -1.766 -0.413 -11.987  0.2393
H: -2.071 1.756 -13.390  0.3322
H: -0.371 2.081 -13.157  0.3051
H: -3.017 1.193 -10.627  0.2759
H: -3.501 2.450 -11.773  0.3073
H: -2.853 2.867 -10.154  0.2447
H: -0.486 -1.433 -13.839  0.2371
H: -1.852 -0.691 -14.082  0.2375
C: 7.682 4.709 4.658  -1.4984
C: 6.305 4.273 4.300  0.6113
C: 5.452 5.407 3.572  -0.9040
O: 4.104 4.981 3.490  -0.2733
C: 3.213 5.974 3.045  -0.7575
N: 6.441 3.171 3.360  -0.7554
H: 7.787 5.638 5.219  0.3655
H: 8.300 4.914 3.784  0.3281
H: 8.191 3.858 5.112  0.3473
H: 5.754 3.935 5.177  0.2635
H: 5.856 5.634 2.586  0.3994
H: 5.505 6.313 4.176  0.4592
H: 3.419 6.452 2.088  0.3085
H: 3.085 6.717 3.832  0.2965
H: 2.271 5.451 2.878  0.2528
H: 5.993 2.351 3.743  0.2723
H: 5.773 3.373 2.629  0.2831
C: -9.841 -6.762 -4.668  -1.2764
C: -9.068 -5.928 -5.706  0.2683
C: -7.776 -5.385 -5.016  -0.6393
O: -6.929 -4.826 -5.962  -0.3384
C: -5.673 -4.449 -5.445  -0.7654
N: -8.756 -6.718 -6.909  -0.7067
H: -9.494 -7.793 -4.600  0.3374
H: -10.811 -6.725 -5.165  0.3535
H: -10.007 -6.268 -3.711  0.3479
H: -9.723 -5.134 -6.065  0.2905
H: -7.228 -6.195 -4.535  0.3388
H: -8.039 -4.547 -4.371  0.3512
H: -5.027 -4.016 -6.208  0.2764
H: -5.078 -5.253 -5.011  0.3066
H: -5.838 -3.564 -4.831  0.2995
H: -8.449 -7.623 -6.581  0.2553
H: -7.895 -6.346 -7.283  0.3010
C: 4.838 -1.963 7.904  -1.2982
C: 4.765 -2.028 9.435  0.4415
C: 5.616 -0.926 10.125  -0.8798
O: 6.992 -1.091 9.997  -0.3030
C: 7.777 0.045 10.282  -0.6916
N: 3.429 -1.753 9.927  -0.6801
H: 4.340 -2.876 7.580  0.3365
H: 5.855 -1.881 7.519  0.3503
H: 4.281 -1.103 7.533  0.2931
H: 5.139 -3.007 9.734  0.2726
H: 5.327 -0.802 11.168  0.4423
H: 5.344 0.043 9.708  0.3430
H: 7.440 0.935 9.750  0.3120
H: 8.778 -0.259 9.979  0.2220
H: 7.749 0.252 11.352  0.2943
H: 3.402 -0.743 9.935  0.2750
H: 2.794 -2.074 9.210  0.2708

Calculated values
Molar mass = 637.9 g mol⁻¹
Energy above the lowest of the compared OMol25 structures with the same formula, charge and spin = 99.08 kcal/mol
SMILES = COC[C@H](C)N.COC[C@H](C)N.COC[C@H](C)N.COC[C@H](C)N.COC[C@H](C)N.CO.CO.CO.CO.CO.CO
E_LUMO = 0.0127 Eh